{
  "formula": "C26H36N4O6S",
  "method": "wB97M-V/def2-TZVPD",
  "de_lowest_kcal_mol": 573.1,
  "largest_force_ev_per_a": 18.75,
  "orbital_gap_ev": 7.2,
  "species": ["C", "C", "H", "H", "O", "C", "O", "N", "C", "H", "C", "N", "C", "O", "C", "C", "N", "C", "C", "C", "C", "C", "C", "C", "O", "H", "S", "O", "O", "N", "C", "H", "C", "C", "H", "H", "H", "C", "C", "C", "H", "H", "H", "C", "H", "H", "H", "H", "H", "H", "H", "H", "H", "C", "C", "H", "H", "H", "H", "H", "H", "C", "H", "C", "H", "H", "H", "H", "H", "H", "H", "H", "H"],
  "xyz": [[-7.239296, -4.202019, 3.587512], [-6.008363, -4.442287, 4.217146], [-6.091117, -4.651176, 5.305591], [-5.447135, -5.295957, 3.726381], [-5.161232, -3.184659, 3.812504], [-4.333567, -3.117995, 2.780453], [-4.373690, -3.867348, 1.980939], [-3.587721, -2.203841, 2.598824], [-3.548287, -1.101135, 3.554199], [-4.146392, -1.319089, 4.555955], [-4.107209, 0.003509, 3.048001], [-3.452957, 0.386305, 1.670827], [-3.048896, 1.817350, 1.526171], [-3.074999, 2.526813, 2.516273], [-2.089445, 1.873287, 0.347918], [-2.116296, 3.128471, -0.180035], [-1.500621, 3.603269, -1.252822], [-0.343873, 2.722568, -1.635493], [0.328653, 2.821491, -2.760905], [1.539136, 2.139948, -3.056434], [1.720891, 0.958457, -2.539992], [1.141938, 0.625621, -1.258013], [-0.045448, 1.375015, -0.882600], [-0.754215, 1.072873, 0.352776], [-0.618243, -0.149049, 0.749044], [1.077718, -0.297211, -0.758916], [2.966825, 0.051411, -3.016623], [2.444801, -1.462117, -3.508835], [4.021558, 0.732856, -3.765793], [3.690458, -0.464956, -1.435756], [4.564387, 0.384802, -0.964154], [4.060565, 1.452154, -1.305442], [5.976402, 0.423026, -1.479394], [6.840007, 1.608391, -0.895956], [7.882098, 1.535576, -1.281576], [6.975097, 1.114588, 0.329852], [6.374656, 2.424595, -1.108646], [6.656238, -0.881812, -1.118041], [5.658342, -2.018967, -1.989092], [6.340031, -3.469882, -1.787287], [5.472620, -4.005968, -2.168447], [7.386964, -3.449199, -2.139078], [6.326711, -3.596267, -0.820013], [4.237510, -1.716466, -1.421639], [3.599598, -2.581327, -1.995419], [4.094960, -2.094488, -0.276173], [5.446340, -1.648930, -3.021349], [7.396118, -0.884846, -1.730229], [6.598707, -1.307708, -0.335914], [6.071308, 0.661449, -2.593483], [4.555461, 0.308647, 0.118077], [2.050271, 2.314490, -4.020337], [0.041938, 3.724910, -3.343291], [-1.721507, 4.798757, -1.882449], [-2.845415, 5.663824, -1.253912], [-3.672739, 5.089431, -1.244253], [-2.588947, 5.868055, -0.438960], [-2.705837, 6.531050, -1.954309], [-1.918329, 4.380415, -2.965520], [-0.752951, 5.350466, -1.654672], [-3.147840, 3.715151, -0.032996], [-3.538253, -0.561227, 0.931867], [-3.053892, -0.346241, -0.098875], [-2.729460, -1.746389, 1.476509], [-3.024077, -2.584455, 0.818030], [-1.880154, -1.553915, 1.695441], [-4.584832, -0.705345, 0.591979], [-4.127830, 0.960498, 3.833405], [-5.154642, 0.072831, 2.770261], [-2.389175, -0.741983, 4.286040], [-7.070594, -4.224729, 2.570119], [-7.892670, -5.036225, 3.814225], [-7.650160, -3.307145, 3.806805]],
  "forces_ev_per_a": [[-1.8041, -2.7060, -0.6925], [5.0121, -0.2511, -0.7388], [0.7733, 1.0296, -0.5253], [-0.6683, 0.8396, 0.6999], [-1.5713, 0.2315, 4.5936], [-5.4196, -1.1010, 7.4514], [-1.5792, -13.1218, -11.7299], [9.3472, 13.3417, 4.0508], [2.9302, -4.4108, 8.0049], [1.0482, -0.1289, -2.2470], [-2.0980, 10.3834, -2.1385], [0.3883, 14.5880, 11.7760], [1.5153, -5.8136, 1.7606], [-0.6472, 0.6442, -1.6151], [2.0487, 0.9385, 2.6754], [-4.5925, 1.1160, -1.1769], [4.2103, -5.9673, 1.9114], [-2.4058, -3.3617, 3.6484], [1.8518, 3.7852, -2.4516], [-2.6006, 2.3892, -3.9810], [-1.2626, -0.8533, 5.7390], [-4.9101, 2.1473, -1.6248], [3.1674, 4.0251, -1.1270], [-3.5625, -4.9543, -1.8006], [-0.0421, 4.5934, 0.3291], [1.1264, -1.2159, 0.4575], [4.5749, -11.0021, -1.7118], [1.5033, 6.9749, 1.3685], [-2.0151, -0.0121, 0.1029], [-4.5778, -1.9305, -4.6837], [1.5649, 8.8246, 0.8381], [1.4035, -1.6333, 1.5903], [2.0654, 1.2743, -0.0788], [2.7762, -8.7504, 4.2475], [-0.8755, 0.2379, 0.0734], [-0.4850, 2.6634, -3.1458], [-2.5063, 5.6283, -0.3630], [-6.5044, 3.2156, -11.7173], [1.4595, 2.8844, 1.7444], [-2.4851, 3.8500, -4.5956], [1.0710, -1.4571, -0.7468], [-0.9769, -0.5601, -0.5317], [0.1771, -0.8879, 5.3744], [-0.9979, -8.9672, 1.4032], [0.7955, 2.5035, 1.4119], [0.7169, 0.7385, -2.1856], [1.2630, -0.6659, 0.2279], [5.9499, -0.5645, -2.6211], [0.0108, -4.5544, 10.9855], [-0.6722, -1.0878, 1.2620], [0.2692, 0.3398, 0.5550], [-0.1463, 0.5263, 0.7510], [0.7171, -0.7796, -0.0461], [0.5807, 1.4632, -1.7138], [0.8776, -1.7976, -13.7760], [-3.4288, -0.9555, -0.4963], [3.7477, 3.4463, 12.4658], [-1.4270, -0.4580, 0.8957], [0.3989, 2.2226, 1.4116], [-0.9747, -0.0377, -1.5587], [2.6020, -1.2380, 0.3827], [1.1151, -8.5852, -11.8003], [-0.3809, -0.0976, 1.1515], [-15.0343, -5.5225, -4.0666], [1.6264, 0.2511, -0.4968], [10.5192, 2.0907, 2.8154], [-0.0237, -1.4566, 0.2795], [0.8027, -2.3856, -2.2072], [-0.5350, -1.2456, 0.1007], [-2.7988, -1.4785, -2.9841], [0.1416, -0.0052, -2.3986], [-0.5990, -0.0323, 0.1257], [-1.5407, 2.8462, 1.1123]]
}